# 1
Here is 2 unconnected molecules or ions with the total composition C4H12NO2 at a distorted geometry from the Open Molecules 2025 dataset. Energies are from ωB97M-V/def2-TZVPD.

Values from the calculation:
<S²>: 0.7505
Relative energy (zero: lowest compared OMol25 entry of this formula, charge and spin), kcal/mol: 37.6
HOMO-LUMO gap (alpha / beta), eV: 2.51 / 6.45
E_HOMO (alpha / beta), eV: 3.929 / 0.074

ORCA input file:
```
! wB97M-V def2-TZVPD RIJCOSX def2/J DEFGRID3
* xyz -2 2
H 0.53194 0.96631 1.80737
H 0.44404 -0.54131 -2.60438
O -2.38621 -0.43757 3.52301
H -0.35565 0.95720 -0.95454
H 2.84035 1.32577 0.63536
C -0.39732 -0.93284 -0.68325
H -0.73874 -1.94446 -2.52006
H -2.99649 -0.13353 2.83614
C 1.88899 1.37741 0.10232
N -0.38466 0.42541 -0.09196
H -1.00972 -1.65705 -0.13688
H 1.99960 0.86946 -0.86547
H 1.04046 -0.45212 1.03731
H 1.69869 2.41232 -0.18686
H -1.51533 -0.49856 3.09725
C -0.56779 -0.85153 -2.25824
H 0.61379 -1.38963 -0.69211
O -1.49889 -0.08022 -2.85961
C 0.79295 0.58496 0.81461
*
```

# 2
Here is 2 unconnected molecules or ions with the total composition C4H12NO2 at a distorted geometry from the Open Molecules 2025 dataset. Energies are from ωB97M-V/def2-TZVPD.

Values from the calculation:
<S²>: 0.7541
Relative energy (zero: lowest compared OMol25 entry of this formula, charge and spin), kcal/mol: 59.9
HOMO-LUMO gap (alpha / beta), eV: 10.55 / 7.17
E_HOMO (alpha / beta), eV: -9.752 / -9.606

ORCA input file:
```
! wB97M-V def2-TZVPD RIJCOSX def2/J DEFGRID3
* xyz 0 2
C 0.24510 0.72542 -0.65449
H -3.10654 0.66503 -0.35332
H 0.40905 0.92707 0.42186
H -1.35895 -0.65609 2.98255
H 0.43328 1.76208 -0.96239
H 2.91768 -0.04571 0.13168
H -1.90144 2.05022 0.36803
H -1.01079 -0.86094 1.60820
C 1.34594 -0.18086 -1.27201
N -1.13417 0.42370 -1.07269
O -0.86037 -1.44719 2.57242
C 2.20053 -0.73886 -0.09339
H 1.58484 -1.12746 0.65123
H 1.09314 -1.05410 -1.83450
O -1.95027 0.28031 1.17642
H -1.36537 -0.57753 -1.12034
H 2.74851 -1.61345 -0.53675
C -2.11630 1.02235 -0.06487
H 1.82615 0.44602 -1.94763
*
```

# 3
Here is 3 unconnected molecules or ions with the total composition C4H12NO2 at a distorted geometry from the Open Molecules 2025 dataset. Energies are from ωB97M-V/def2-TZVPD.

Values from the calculation:
Relative energy (zero: lowest compared OMol25 entry of this formula, charge and spin), kcal/mol: 79.9
HOMO-LUMO gap, eV: 8.76
E_HOMO, eV: -14.037

ORCA input file:
```
! wB97M-V def2-TZVPD RIJCOSX def2/J DEFGRID3
* xyz 1 1
H 2.28898 -0.73713 1.49398
H 2.22001 2.90417 -0.28090
H 2.56955 1.15088 0.05710
C -0.26365 0.61931 -0.02160
H -0.00814 2.34985 -0.91842
C 1.82206 1.91211 -0.06962
O 1.76434 -0.11612 1.99928
H -1.97252 -1.29854 0.63418
H -3.02435 -0.27658 -0.29116
N 0.61277 1.71747 -0.41918
H 0.03024 -0.35019 -0.43600
H 1.51816 -0.44829 2.85954
H -1.22967 -3.43149 -2.86551
C -2.44156 -0.30556 0.64822
C -1.45360 0.81531 0.56025
O -0.30287 -3.40392 -2.65650
H -1.56367 1.66170 1.22573
H -0.05507 -3.72609 -1.78662
H -3.17072 -0.24403 1.45209
*
```

# 4
Here is 2 unconnected molecules or ions with the total composition C4H12NO2 at a distorted geometry from the Open Molecules 2025 dataset. Energies are from ωB97M-V/def2-TZVPD.

Values from the calculation:
Relative energy (zero: lowest compared OMol25 entry of this formula, charge and spin), kcal/mol: 55.4
HOMO-LUMO gap, eV: 11.08
E_HOMO, eV: -14.678

ORCA input file:
```
! wB97M-V def2-TZVPD RIJCOSX def2/J DEFGRID3
* xyz 1 1
H -1.64175 2.13551 -0.69618
H -0.69242 -0.52774 -0.47326
H 0.37612 -3.02775 1.68367
H -1.17914 -2.39535 2.08490
H -0.13771 -1.75456 1.00190
H 0.84341 0.79168 -1.71820
C 0.09364 1.38828 -2.27304
H -0.83070 -3.40563 0.63134
O 1.53417 1.17323 1.21855
O 1.34356 -1.00537 0.92054
H 0.08907 2.38521 -0.54699
N -0.50834 -2.71116 1.34755
H 2.33029 0.99290 1.76674
C 0.92821 0.19441 0.69865
C -0.52149 0.37394 0.05761
H -0.45941 0.79217 -2.95312
C -0.62886 1.62144 -0.88494
H 0.48701 2.45559 -2.56070
H -1.42568 0.52320 0.69496
*
```